1.
The following is a DFT calculation (wB97M-V/def2-TZVPD) of a 2-piece molecular cluster, C4H8O overall at a distorted geometry.

## Properties
- SMILES string: C=CO.C=C
- Orbital gap: 0.3818 Ha

Geometry as ORCA input:
```
! wB97M-V def2-TZVPD RIJCOSX def2/J DEFGRID3
* xyz 0 1
C 2.5223 -1.0830 1.3600
C 2.3808 0.1208 0.8198
H 3.3620 -1.7020 1.0789
H 1.8225 -1.5218 2.0632
H 3.0822 0.3814 0.0327
H 1.4253 0.6343 0.8057
C -2.1892 1.3503 -0.7252
C -2.3821 0.1142 -1.1753
O -1.9043 -1.0165 -0.5800
H -1.9371 1.5720 0.3049
H -2.4065 2.2059 -1.3486
H -2.8156 -0.0243 -2.1586
H -0.9602 -1.0313 -0.4776
*
```

=====

2.
The following is a DFT calculation (wB97M-V/def2-TZVPD) of CHFIPS as an isolated structure at a distorted geometry.

## Properties
- Orbital gap: 0.2894 Ha

Geometry as ORCA input:
```
! wB97M-V def2-TZVPD RIJCOSX def2/J DEFGRID3
* xyz 0 1
C 0.0088 0.9150 -0.0942
F 1.0493 1.6006 -0.4345
P -0.0852 -0.7192 -1.0350
S -1.0458 1.3888 1.0718
I 1.5354 -1.8252 0.4538
H -1.4625 -1.3600 0.0381
*
```

=====

3.
The following is a DFT calculation (wB97M-V/def2-TZVPD) of a 12-piece molecular cluster, C4H32NO12 overall at a distorted geometry.

## Properties
- Orbital gap: 0.3703 Ha

Geometry as ORCA input:
```
! wB97M-V def2-TZVPD RIJCOSX def2/J DEFGRID3
* xyz 1 1
O 2.0804 -0.1198 -3.2759
C 1.3062 0.6604 -2.7763
C 0.6328 0.0897 -1.4457
N 1.4601 0.0318 -0.2081
C 0.8355 -0.1137 1.1269
C 1.8756 -0.3480 2.1529
H 1.1759 1.6124 -3.2403
H -0.2334 0.7136 -1.2689
H 0.3134 -0.9278 -1.6916
H 2.2073 0.7846 -0.1626
H 2.0468 -0.8015 -0.4081
H 0.0930 -0.8767 1.0553
H 0.2154 0.7550 1.3831
H 1.6325 -0.6027 3.1957
H 2.4891 0.5913 2.2865
H 2.5787 -1.1186 1.8112
H 2.8939 -2.8756 0.2393
H 3.5931 -2.4221 -0.9877
O 3.5983 -2.2619 -0.0275
H -1.1043 -3.2039 -2.1401
H -2.0962 -2.3114 -1.1708
O -1.6695 -2.4373 -2.0287
H -0.9772 2.6179 -3.5632
H -1.4067 1.9886 -2.1869
O -0.6863 2.4703 -2.6567
H 3.9200 2.0139 -0.9989
H 2.5712 2.9075 -0.8789
O 2.9531 2.0365 -1.0003
H -2.2039 -3.8044 0.6653
H -2.0020 -2.4015 1.1036
O -1.5005 -3.1440 0.7207
H 0.3951 3.5473 -0.1879
H -0.4987 2.7865 -0.9738
O -0.1598 2.7529 -0.0460
H -1.9111 0.3968 1.4881
H -2.5432 0.0542 0.0480
O -2.0090 -0.2628 0.7851
H -3.8731 1.6555 -2.4369
H -3.2558 0.5526 -3.1819
O -2.9974 1.2677 -2.5782
H 0.6809 -3.4757 2.7469
H 0.1106 -2.8458 1.6361
O 0.9327 -2.7508 2.1536
H -2.6938 2.8856 2.3143
H -1.2331 2.4298 1.6803
O -2.0852 2.1911 2.0622
H -1.2239 -0.3776 4.1464
H -2.5180 0.1031 3.4019
O -1.7095 -0.4129 3.3184
*
```

=====

4.
The following is a DFT calculation (wB97M-V/def2-TZVPD) of a 2-piece molecular cluster, C4H11NO3 overall at a distorted geometry.

## Properties
- SMILES string: C[C@@H](O)CC(N)=O.O
- Orbital gap: 0.3906 Ha

Geometry as ORCA input:
```
! wB97M-V def2-TZVPD RIJCOSX def2/J DEFGRID3
* xyz 0 1
C -1.1422 0.2101 -0.1021
C -0.4615 0.0133 -1.4256
C -1.1095 -1.0820 -2.3167
O -0.2613 1.3154 -1.9793
C -0.1920 0.3361 1.0817
N -0.5697 1.2044 2.0548
O 0.8575 -0.2691 1.1588
H -1.7386 1.1216 -0.1249
H -1.8831 -0.4913 0.2764
H 0.5498 -0.3329 -1.1771
H -1.5752 -0.6613 -3.2034
H -0.3527 -1.8128 -2.5209
H -1.9925 -1.4634 -1.8132
H -0.3442 1.2434 -2.9337
H -1.4010 1.7573 1.9296
H 0.0693 1.4283 2.7862
H 3.4112 -1.1757 2.2177
H 4.3975 -0.3256 2.9802
O 3.7382 -1.0158 3.1117
*
```

=====

5.
The following is a DFT calculation (wB97M-V/def2-TZVPD) of one molecule with the formula C4H9NO2.

## Properties
- SMILES string: COCCNC=O
- Orbital gap: 0.3912 Ha

Geometry as ORCA input:
```
! wB97M-V def2-TZVPD RIJCOSX def2/J DEFGRID3
* xyz 0 1
C -0.8581 0.7605 2.3274
O -0.4593 0.8881 0.9967
C 0.6379 0.0699 0.7013
C 0.8466 0.1882 -0.7748
N -0.3626 -0.2680 -1.4844
C -0.1252 -1.0984 -2.5233
O 0.9980 -1.4820 -2.7931
H -1.1646 -0.2745 2.5427
H -0.0391 1.0348 3.0090
H -1.7000 1.4384 2.4681
H 0.4285 -0.9884 0.9409
H 1.5331 0.3676 1.2750
H 1.7099 -0.4309 -1.0437
H 1.0927 1.2073 -1.0881
H -1.3074 0.0593 -1.2878
H -1.0013 -1.4097 -3.1173
*
```

=====

6.
The following is a DFT calculation (wB97M-V/def2-TZVPD) of a 2-piece molecular cluster, C3H9NS overall at a distorted geometry.

## Properties
- SMILES string: C=N.CSC
- Orbital gap: 0.3498 Ha

Geometry as ORCA input:
```
! wB97M-V def2-TZVPD RIJCOSX def2/J DEFGRID3
* xyz 0 1
C -0.0594 0.7650 -2.2133
N 0.5592 -0.2626 -2.5857
H -0.0543 1.2457 -1.2282
H -0.8199 1.1446 -2.8988
H 1.4676 -0.3662 -2.1306
C -1.3629 -1.0205 0.9453
S -0.7275 0.5400 1.7078
C 1.0381 0.4336 1.5092
H -2.4130 -0.8583 0.7307
H -1.2800 -1.8261 1.6455
H -0.6901 -1.1176 0.1020
H 1.4358 0.9849 2.3589
H 1.4614 -0.5687 1.4349
H 1.4449 0.9062 0.6223
*
```

=====

7.
The following is a DFT calculation (wB97M-V/def2-TZVPD) of C15H11N6O7STi as an isolated structure.

## Properties
- Orbital gap: 0.2674 Ha

Geometry as ORCA input:
```
! wB97M-V def2-TZVPD RIJCOSX def2/J DEFGRID3
* xyz 1 1
Ti -0.6472 0.1738 -0.6726
C -2.4090 3.5975 1.4426
C -1.7062 2.6304 0.5600
N -1.9135 1.3679 0.5350
N -2.9160 0.8070 1.2868
C -3.4091 -0.1988 0.6214
N -4.4279 -0.9027 1.1144
S -2.8111 -0.6858 -0.9738
C -0.6864 3.0827 -0.4256
C -0.2407 4.3850 -0.4934
C 0.6880 4.7382 -1.4678
C 1.1503 3.7801 -2.3482
C 0.6752 2.4872 -2.2196
N -0.2267 2.1456 -1.2955
H -3.2036 3.0970 1.9856
H -2.8240 4.4211 0.8605
H -1.6995 4.0168 2.1599
H -4.8001 -0.6631 2.0192
H -4.7764 -1.7145 0.6369
H -0.6105 5.1183 0.2077
H 1.0457 5.7572 -1.5287
H 1.8725 4.0106 -3.1170
H 1.0304 1.6985 -2.8721
O 2.5825 0.6877 0.0367
C 1.7662 -0.1037 0.3916
O 0.4838 0.2503 0.7618
C 1.8928 -1.5903 0.3468
C 2.8432 -2.3189 1.0306
C 2.8125 -3.6966 0.8979
C 1.8814 -4.3546 0.1211
C 0.9304 -3.6028 -0.5451
C 0.9415 -2.2161 -0.4696
O 0.0940 -1.4060 -1.1437
N -0.0962 -4.3047 -1.3288
O -1.1821 -3.7685 -1.4078
O 0.2208 -5.3556 -1.8336
N 3.8189 -4.4990 1.6275
O 4.6140 -3.8894 2.3073
O 3.7618 -5.7000 1.5005
H 3.5908 -1.8499 1.6542
H 1.8893 -5.4318 0.0372
*
```

=====

8.
The following is a DFT calculation (wB97M-V/def2-TZVPD) of one molecule with the formula C6H6 at a distorted geometry.

## Properties
- SMILES string: C#CC(C)C#C
- Orbital gap: 0.3771 Ha

Geometry as ORCA input:
```
! wB97M-V def2-TZVPD RIJCOSX def2/J DEFGRID3
* xyz 0 1
C 1.4562 0.6258 -0.7282
C 0.2861 -0.3652 -0.3659
C 0.1573 -0.3493 1.0809
C -0.0595 0.1188 2.1686
C -1.2319 -0.3026 -0.5014
C -2.3966 -0.6227 -0.5727
H 1.5379 1.4299 0.0100
H 2.3909 0.0455 -0.6392
H 1.4476 1.0541 -1.7333
H 0.4898 -1.3089 -0.8774
H -0.6637 0.5910 2.9017
H -3.4141 -0.9163 -0.7432
*
```

=====

9.
The following is a DFT calculation (wB97M-V/def2-TZVPD) of C35H52AsOP3Sc as an isolated structure at a distorted geometry.

## Properties
- Orbital gap: 0.1491 Ha

Geometry as ORCA input:
```
! wB97M-V def2-TZVPD RIJCOSX def2/J DEFGRID3
* xyz 3 1
Sc -0.5837 0.5036 -0.1812
P -1.8753 0.6415 2.2458
P -1.8163 -1.6410 -1.0433
P -2.2872 2.4667 -0.6475
H 2.1217 0.7753 -0.9385
C 1.3220 1.5320 -0.9274
C 0.9880 2.2319 0.2346
H 1.3931 1.9970 1.2225
C -1.4310 -0.2754 3.7740
C -3.6462 0.1223 2.1486
C -2.0252 2.3106 2.9750
C -1.1184 -1.8078 -2.7337
C -1.8043 -3.3793 -0.4938
C -3.5971 -1.3941 -1.4248
C -1.8803 4.2333 -0.3213
C -4.1152 2.5182 -0.3855
C -2.3316 2.5572 -2.4681
H 1.0780 1.9228 -1.9228
H 0.5408 3.2267 0.2136
H -0.4439 0.0181 4.1483
H -1.4218 -1.3566 3.6057
H -2.1669 -0.0711 4.5648
H -3.7200 -0.9227 1.8130
H -4.2362 0.7486 1.4681
H -4.0817 0.1938 3.1544
H -1.0289 2.7120 3.1865
H -2.5700 2.2433 3.9241
H -2.5468 3.0173 2.3240
H -1.5800 -2.6874 -3.2174
H -0.0261 -1.9590 -2.6895
H -1.3606 -0.8988 -3.3081
H -2.0832 -4.0330 -1.3294
H -2.5073 -3.5304 0.3353
H -0.7971 -3.6537 -0.1517
H -3.9928 -2.3066 -1.9018
H -3.7349 -0.5453 -2.1046
H -4.1579 -1.2039 -0.4944
H -2.4966 4.8782 -0.9631
H -0.8278 4.4230 -0.5534
H -2.0591 4.4861 0.7291
H -4.5383 3.3292 -0.9992
H -4.3733 2.7014 0.6638
H -4.5637 1.5677 -0.7086
H -2.8061 3.4976 -2.7701
H -2.8693 1.6974 -2.8931
H -1.3112 2.5559 -2.8632
C -0.2247 1.7198 -5.0922
C -0.3380 0.8591 -6.1895
C -0.2314 1.4152 -7.4798
C -0.0658 2.7918 -7.6722
C -0.1108 3.6440 -6.5642
C -0.2327 3.1161 -5.2707
O -0.1197 1.2868 -3.7649
H 0.0334 0.3341 -3.5708
H -0.5144 -0.2044 -6.0427
H -0.2659 0.7548 -8.3586
H 0.0921 3.1944 -8.6758
H -0.0362 4.7271 -6.6890
H -0.3204 3.7677 -4.3986
C 1.3390 -5.5171 3.2829
C 0.1220 -4.8931 2.9712
C 0.0991 -3.5849 2.4713
C 1.3104 -2.8994 2.2711
C 2.5271 -3.5173 2.5817
C 2.5413 -4.8221 3.0918
As 1.2879 -1.0399 1.5797
C 2.1173 -0.2754 3.2185
C 2.8191 0.9396 3.1531
C 3.3363 1.5276 4.3139
C 3.1603 0.9106 5.5573
C 2.4611 -0.2965 5.6337
C 1.9472 -0.8885 4.4717
C 2.9084 -1.2847 0.4825
C 4.1807 -0.8500 0.8746
C 5.2511 -0.9355 -0.0294
C 5.0613 -1.4866 -1.2985
C 3.8004 -1.9845 -1.6642
C 2.7300 -1.9073 -0.7667
H 1.3495 -6.5400 3.6703
H -0.8212 -5.4311 3.1163
H -0.8507 -3.1012 2.2273
H 3.4688 -2.9906 2.4224
H 3.4946 -5.2992 3.3334
H 2.9969 1.4324 2.1897
H 3.8806 2.4715 4.2462
H 3.5607 1.3730 6.4631
H 2.3075 -0.7790 6.6002
H 1.4150 -1.8464 4.5584
H 4.3560 -0.4530 1.8725
H 6.2383 -0.5707 0.2704
H 5.8966 -1.5434 -2.0066
H 3.6570 -2.4362 -2.6492
H 1.7551 -2.3301 -1.0370
*
```

=====

10.
The following is a DFT calculation (wB97M-V/def2-TZVPD) of a 12-piece molecular cluster, C3H30NO13 overall at a distorted geometry.

## Properties
- Orbital gap: 0.4123 Ha

Geometry as ORCA input:
```
! wB97M-V def2-TZVPD RIJCOSX def2/J DEFGRID3
* xyz 1 1
O 0.2098 -0.6503 -0.8165
C -0.8617 0.0846 -0.5080
C -0.4846 0.9155 0.7140
N 0.2563 0.0946 1.7118
C 0.9382 0.8837 2.7947
O -1.9209 0.0461 -1.0747
H -0.5638 -2.7587 -3.3691
H -1.3175 1.4212 1.1880
H 0.0974 1.7512 0.3397
H -0.3396 -0.6668 2.0435
H 0.9845 -0.3660 1.1320
H 1.8425 0.3197 3.0167
H 0.1744 1.0328 3.5449
H 1.3202 1.8363 2.4410
H 2.9441 -2.0316 0.4832
H 1.8413 -2.4426 1.4954
O 2.3484 -1.6915 1.1595
H -1.8185 -2.7179 2.2922
H -1.0968 -2.5718 3.5663
O -1.0372 -2.2672 2.6485
H -0.2299 2.7813 -1.5672
H 1.1838 3.3336 -1.6303
O 0.6915 2.5122 -1.7557
H 3.4639 1.4695 -0.4053
H 1.9578 1.9284 -0.1144
O 2.7531 1.5191 0.2337
H 1.4291 -3.8287 -1.1065
H 0.4511 -4.6330 -0.3195
O 1.2664 -4.1327 -0.1966
H 0.1008 -0.3136 -4.7314
H -0.7699 -0.6030 -3.5319
O -0.1040 -1.0137 -4.0999
H -2.3597 3.9405 -0.8760
H -1.2476 3.7919 0.1681
O -1.4067 4.0374 -0.7488
H -0.9194 3.0292 3.5536
H -1.8823 3.3894 2.3156
O -1.1860 2.8205 2.6558
H 1.8060 -2.3151 -3.2592
H 2.2428 -2.0495 -1.8227
O 2.0136 -2.7602 -2.4296
H 0.0185 -1.5193 -1.1896
H -0.8967 -3.9865 -2.5509
O -0.8390 -3.0291 -2.4807
H -3.1165 1.2670 0.2371
H -4.4131 2.0795 0.2401
O -3.5238 2.0636 0.6092
*
```

=====

11.
The following is a DFT calculation (wB97M-V/def2-TZVPD) of a 3-piece molecular cluster, C2H12N2O2 overall.

## Properties
- SMILES string: NCCN.O.O
- Orbital gap: 0.3694 Ha

Geometry as ORCA input:
```
! wB97M-V def2-TZVPD RIJCOSX def2/J DEFGRID3
* xyz 0 1
C -0.2527 0.5282 -0.9397
C 0.0428 -0.9487 -0.9969
N -1.1911 -1.7104 -1.2454
N 0.9557 1.3612 -0.9478
H -0.9200 0.8031 -1.7615
H -0.8018 0.7641 -0.0411
H 0.7501 -1.1764 -1.7985
H 0.5442 -1.2298 -0.0697
H -1.6992 -1.8031 -0.3626
H -0.9272 -2.6513 -1.4985
H 1.6119 1.0317 -1.6380
H 0.7280 2.3203 -1.1579
H -0.9766 -1.2218 2.6205
H -0.8537 0.2702 2.3248
O -1.1911 -0.5586 1.9515
H 1.4106 1.5580 1.0662
H 1.7554 1.2472 2.5443
O 1.0148 1.4160 1.9503
*
```

=====

12.
The following is a DFT calculation (wB97M-V/def2-TZVPD) of a 2-piece molecular cluster, C6H11N3OS overall at a distorted geometry.

## Properties
- Orbital gap (alpha / beta): 0.2609 / 0.2574 Ha

Geometry as ORCA input:
```
! wB97M-V def2-TZVPD RIJCOSX def2/J DEFGRID3
* xyz 0 1
C -1.0833 2.5911 -1.4508
C -0.7525 2.6088 0.6795
C -0.7709 -2.1433 -1.4635
C -0.5661 -1.7506 -0.0027
C 0.7247 -0.8775 0.2732
C 0.3137 0.4572 0.8098
N -1.2000 3.3259 -0.3114
N -0.5012 1.4128 -1.2250
N -0.2589 1.4336 0.0995
O 1.4176 -1.5229 1.3785
S 2.8381 1.1423 1.4816
H -1.3753 2.7939 -2.4678
H -0.4935 2.9127 1.7092
H -0.9460 -1.2669 -2.0468
H -1.6822 -2.6912 -1.5417
H 0.0579 -2.5927 -1.8638
H -1.4338 -1.0956 0.3503
H -0.5486 -2.6987 0.5190
H 1.3466 -0.9298 -0.6189
H 0.1176 0.4200 1.9147
H 2.3194 -1.6778 1.4030
H 2.4767 0.1488 2.3740
*
```

=====

Calculated energy relative to the best compared isomer or geometry (same formula, charge and spin) in order - 2.313; 1.988; 2.711; 1.118; 1.493; 1.639; 0.963; 5.215; 0.000; 0.706; 0.286; 3.575 eV